Density functional theory data (the ωB97M-V functional and the def2-TZVPD basis) for the molecule C5H6O2S2 at a distorted geometry.

Element x y z (Å)
O1 -0.85923 1.56159 0.93858
H1 1.27643 -1.26000 -0.86470
H2 2.01574 -0.09892 1.16351
O2 -2.99996 -1.55771 0.40082
H3 -1.07594 -0.70856 -1.60223
H4 1.05413 0.52517 -0.97628
C1 0.76706 -0.34034 -0.51926
C2 -1.55512 0.62940 0.08399
H5 -3.66211 -0.09487 -0.72997
S1 -3.04914 1.16465 -0.51273
C3 1.06346 0.19005 0.90173
S2 -1.66683 -1.14342 0.81914
H6 0.43375 1.67227 2.32576
C4 0.29643 1.10719 1.49576
C5 -0.71282 -0.40858 -0.65653

- net charge = 0
- energy above the lowest of the compared OMol25 structures with the same formula, charge and spin (kcal/mol) = 42.6
- orbital gap (eV) = 9.173
- electronic energy (a.u.) = -1140.84973